Record 1
This record from OMol25 describes a structure of composition C5H6AuO3 at a distorted geometry. The level of theory is wB97M-V/def2-TZVPD.

Its highest occupied orbital energy (alpha / beta) is -0.56976 / -0.61777 Eh. As for the HOMO-LUMO gap (alpha / beta): 4.309 / 2.538 eV. The expectation value of S² is 3.7721. Its total energy is -15084.185 eV.

Structure (ORCA input):
```
! wB97M-V def2-TZVPD RIJCOSX def2/J DEFGRID3
* xyz 2 4
O 3.32 -0.83 -1.85
C 3.29 -0.47 -0.75
O 3.47 -0.53 0.43
O 1.34 0.89 0.52
C 0.09 0.86 -0.08
C -0.89 -0.19 0.45
C -2.10 -0.31 -0.45
C -3.35 -0.19 -0.05
Au 2.31 0.25 1.63
H 0.28 0.66 -1.15
H -0.38 1.86 0.00
H -1.20 0.07 1.47
H -0.37 -1.16 0.48
H -1.90 -0.51 -1.51
H -3.90 -0.38 0.87
*
```

Record 2
This record from OMol25 describes the molecule C5H6BBrFNO2 at a distorted geometry. The level of theory is wB97M-V/def2-TZVPD.

The SMILES is OB(O)N1C=CC=C(Br)[C@@H]1F. Its highest occupied orbital energy is -0.32406 Eh. As for the HOMO-LUMO gap: 9.249 eV. Its total energy is -84305.093 eV.

Structure (ORCA input):
```
! wB97M-V def2-TZVPD RIJCOSX def2/J DEFGRID3
* xyz 0 1
O 1.46 -1.63 -0.44
B 0.70 -1.23 0.65
O 0.14 -2.20 1.47
N 0.63 0.14 0.86
C 1.22 0.93 -0.16
C 0.58 1.29 -1.27
C -0.70 0.78 -1.49
C -1.34 0.44 -0.38
Br -3.07 -0.43 -0.69
C -0.74 0.67 1.00
F -0.58 2.00 1.39
H 1.55 -2.53 -0.52
H -0.46 -2.22 2.18
H 2.26 1.15 -0.10
H 0.90 1.93 -2.08
H -1.28 0.57 -2.39
H -1.26 0.34 1.94
*
```

How do the records compare in energy above the lowest of the compared OMol25 structures with the same formula, charge and spin? In the order shown, they have 295.6, 63.2 kJ/mol.